144
Properties=species:S:1:pos:R:3 method="wB97M-V/def2-TZVPD" total_charge=+1 mol_weight_g_mol=1335.071 largest_force_ev_per_a=0.97 total_energy_ha=-7380.48444 homo_energy_ev=-11.6205 lumo_energy_ha=-0.141
Br -3.092 -2.826 2.780
S 0.774 3.405 4.251
F -0.525 0.489 -3.520
F -1.171 -1.644 -1.794
F -2.641 0.026 -3.103
F 0.182 -0.088 -1.044
O 0.880 3.540 -1.951
O 0.533 2.472 5.306
O 1.538 3.209 -8.278
O -3.335 2.773 4.453
O 3.055 -0.824 4.333
O 2.192 -6.056 6.801
O 6.454 5.144 -7.918
O -1.878 2.130 -5.790
O -1.494 5.821 -6.095
O -2.847 -5.705 5.212
O 4.542 3.330 2.203
O -7.507 -2.931 0.270
O -2.011 -0.103 -10.585
O 6.928 -8.881 3.993
O 8.016 -1.036 6.159
O 4.144 -4.381 3.891
O 1.749 4.532 4.776
O 4.470 4.706 -2.902
O -0.363 4.050 3.646
O -10.954 -2.466 -3.720
N -1.955 0.534 0.867
N -3.187 -0.857 -0.181
C -10.575 -2.316 -1.400
C -3.419 2.445 3.084
C -1.668 0.163 -7.067
C -1.981 0.411 -9.491
C 1.039 -5.979 6.431
C 0.614 -4.950 5.446
C 4.635 4.600 -9.313
C 4.582 3.650 1.029
C 3.899 3.117 -1.262
C 6.919 -6.565 3.577
C -3.846 -0.570 0.982
C 4.194 -0.869 4.756
C -1.708 4.441 -4.203
C 1.288 1.189 2.688
C 6.468 0.041 4.753
C -8.300 -2.826 -0.649
C -1.693 -5.789 5.572
C 3.943 2.780 0.020
C 2.665 3.651 -8.202
C 5.189 5.243 -0.722
C 4.595 4.235 -6.798
C -7.892 -3.090 -2.049
C -1.913 1.614 -6.891
C 4.780 -5.415 3.912
C 1.728 2.633 2.975
C -0.956 5.318 -5.135
C 1.082 4.961 -3.814
C -1.262 -6.821 6.549
C 4.597 -1.889 5.749
C -4.861 -2.713 1.901
C -9.706 -2.434 -0.400
C 5.223 0.093 4.290
C 5.222 4.902 0.564
C -8.757 -2.974 -3.052
C 5.844 -1.947 6.208
C -10.170 -2.575 -2.807
C -1.488 0.546 -2.592
C -0.227 0.983 2.607
C 6.219 -5.434 3.552
C 0.324 4.085 -2.888
C -5.092 -1.282 1.359
C -1.091 -0.346 -1.394
C -2.192 2.423 -8.101
C 6.879 -0.987 5.748
C 0.486 5.533 -4.856
C 5.331 4.700 -8.003
C -3.367 0.915 2.984
C -2.042 -0.198 -0.232
C -0.654 -4.863 5.051
C 4.150 -6.698 4.303
C -3.092 0.327 1.643
C -2.224 1.865 -9.307
C -1.699 -0.397 -8.273
C -1.112 3.873 -3.160
C -0.825 1.395 1.255
C 6.289 -7.854 3.970
C 0.003 -6.908 6.948
C -5.919 -3.156 2.904
C 4.848 -7.829 4.331
C 4.513 4.385 -1.735
C 3.399 4.116 -9.405
C 3.361 3.749 -6.896
H -5.628 -0.706 2.111
H 1.019 6.163 -5.558
H 1.701 0.957 1.700
H 2.653 4.390 4.459
H -2.359 3.481 -7.940
H 7.969 -6.608 3.319
H -1.522 -1.453 -8.432
H 6.166 -2.688 6.928
H 4.903 0.834 3.566
H -11.608 -2.031 -1.246
H 7.239 0.731 4.434
H 3.503 1.862 0.392
H 5.118 4.318 -5.853
H -2.750 4.286 -4.439
H -3.493 -1.506 -0.891
H 0.340 -7.648 7.663
H -8.487 -3.163 -4.083
H -6.752 -3.644 2.408
H 1.390 -4.287 5.079
H -5.729 -1.356 0.477
H -2.666 3.456 4.577
H -0.431 -0.080 2.765
H -1.692 1.579 -2.301
H 3.417 2.505 -2.011
H 1.723 0.477 3.378
H -1.462 -0.402 -6.166
H -0.996 -4.116 4.345
H 3.828 -2.583 6.062
H 2.802 3.404 -6.034
H 2.772 2.636 3.290
H 4.412 -8.778 4.618
H -2.623 0.574 3.704
H 5.192 4.945 -10.175
H 6.656 -4.484 3.272
H 2.136 5.091 -3.602
H -0.082 1.391 0.468
H 3.105 -6.653 4.565
H -4.798 -3.426 1.083
H -2.604 2.917 2.541
H -6.272 -2.313 3.498
H -1.223 2.405 1.325
H -5.473 -3.875 3.590
H -2.422 2.432 -10.207
H -0.742 1.512 3.399
H 5.636 6.156 -1.094
H -9.976 -2.252 0.632
H -4.357 2.823 2.667
H 5.693 5.516 1.321
H -4.316 0.506 3.332
H -1.637 3.214 -2.481
H 2.872 4.036 -10.347
H 1.675 3.256 2.082
H -2.036 -7.485 6.912
H -6.861 -3.385 -2.202